(1)
Computed, not measured: a single C25H27N3O5 molecule, with the ωB97M-V functional and the def2-TZVPD basis.

Results
frontier orbital gap	8.36	eV
E	-41071.7312	eV
spin multiplicity	1
energy above the lowest of the compared OMol25 structures with the same formula, charge and spin	1.273	eV
HOMO	-0.2816	hartree
structure (SMILES)	COc1ccc([C@H]2c3[nH]c4ccccc4c3C[C@H]3C(=O)N(CCCO)CC(=O)N23)c(OC)c1

The geometry in XYZ format:
```
60
C25H27N3O5 the ωB97M-V functional and the def2-TZVPD basis
C -3.927 -5.259 0.650
H -4.814 -4.786 0.217
O -3.091 -4.316 1.276
C -2.526 -3.342 0.509
C -2.745 -3.167 -0.849
C -2.103 -2.132 -1.510
C -1.252 -1.268 -0.853
C -1.035 -1.442 0.525
C -1.673 -2.472 1.191
H -1.532 -2.642 2.245
O -0.188 -0.555 1.112
C -0.009 -0.602 2.506
H 0.439 -1.550 2.822
H 0.670 0.219 2.734
H -0.955 -0.452 3.035
C -0.607 -0.095 -1.563
C -1.205 1.154 -1.021
C -0.532 2.262 -0.613
C -1.502 3.180 -0.112
C -1.436 4.462 0.432
C -2.608 5.070 0.826
C -3.842 4.429 0.689
C -3.937 3.162 0.153
C -2.761 2.542 -0.245
N -2.552 1.312 -0.806
H -3.249 0.608 -0.975
H -4.891 2.667 0.048
H -4.738 4.940 1.010
H -2.579 6.062 1.251
H -0.486 4.961 0.542
C 0.941 2.395 -0.739
H 1.179 3.041 -1.590
H 1.347 2.863 0.162
C 1.643 1.041 -0.906
N 0.844 -0.087 -1.372
C 1.481 -1.264 -1.533
O 0.982 -2.254 -2.031
C 2.912 -1.252 -1.003
N 2.962 -0.565 0.266
C 2.352 0.624 0.393
O 2.404 1.309 1.397
C 3.781 -1.072 1.346
C 5.073 -0.266 1.529
H 4.808 0.732 1.885
H 5.680 -0.752 2.294
C 5.896 -0.136 0.246
O 5.304 0.710 -0.714
H 5.131 1.563 -0.300
H 6.900 0.235 0.501
H 6.004 -1.106 -0.244
H 4.013 -2.118 1.141
H 3.202 -1.009 2.273
H 3.231 -2.287 -0.879
H 3.578 -0.768 -1.733
H 2.456 1.174 -1.639
H -0.806 -0.191 -2.642
H -2.264 -2.006 -2.571
H -3.396 -3.823 -1.404
H -4.234 -5.948 1.436
H -3.393 -5.813 -0.129
```

***

(2)
Computed, not measured: a molecular structure, C4H8N2O in a non-equilibrium geometry, with the ωB97M-V functional and the def2-TZVPD basis.

Results
frontier orbital gap	8.83	eV
E	-9302.4459	eV
spin multiplicity	1
energy above the lowest of the compared OMol25 structures with the same formula, charge and spin	3.947	eV
HOMO	-0.2963	hartree

The geometry in XYZ format:
```
15
C4H8N2O the ωB97M-V functional and the def2-TZVPD basis
C 0.159 -1.498 -0.424
C 1.617 0.869 0.724
C 0.402 0.991 -0.133
N -0.298 -0.127 -0.520
H 0.366 1.825 -0.825
H 0.121 -1.865 0.607
H -0.529 -2.118 -1.001
H 1.176 -1.590 -0.809
H 1.538 0.070 1.463
H 1.791 1.816 1.243
H 2.505 0.681 0.109
O -2.557 -0.576 -0.122
C -1.560 0.347 -0.151
N -1.397 1.441 0.448
H -3.333 -0.267 -0.607
```

***

(3)
Computed, not measured: 2 unconnected molecules or ions with the total composition H4OS in a non-equilibrium geometry, with the ωB97M-V functional and the def2-TZVPD basis.

Results
frontier orbital gap	10.66	eV
E	-12946.9847	eV
spin multiplicity	1
energy above the lowest of the compared OMol25 structures with the same formula, charge and spin	0.494	eV
HOMO	-0.3710	hartree
structure (SMILES)	O.S

The geometry in XYZ format:
```
6
H4OS the ωB97M-V functional and the def2-TZVPD basis
S 0.012 -0.877 1.083
H 0.952 0.030 0.790
H -0.874 -0.283 0.284
H -0.260 1.021 -0.997
H 0.075 2.413 -1.846
O -0.011 1.356 -1.945
```

***

(4)
Computed, not measured: a molecular structure, C12H17N6O7P3Rh in a non-equilibrium geometry, with the ωB97M-V functional and the def2-TZVPD basis.

Results
frontier orbital gap	9.03	eV
E	-66870.5801	eV
spin multiplicity	1
energy above the lowest of the compared OMol25 structures with the same formula, charge and spin	0.643	eV
HOMO	-0.4535	hartree
charge	+1

The geometry in XYZ format:
```
46
C12H17N6O7P3Rh the ωB97M-V functional and the def2-TZVPD basis
Rh -0.004 -0.673 1.303
C 2.431 0.148 -3.523
N 2.223 -0.305 -2.149
C 3.065 -1.130 -1.446
C 2.535 -1.268 -0.201
N 1.387 -0.520 -0.141
C 1.210 0.036 -1.331
P -0.178 1.142 -1.692
C -0.142 1.989 -0.085
N -0.185 1.364 1.084
C -0.179 2.313 2.066
C -0.147 3.539 1.472
N -0.127 3.323 0.119
C -0.115 4.365 -0.906
C -1.444 -0.062 -1.208
N -1.440 -0.705 -0.045
C -2.565 -1.482 0.014
C -3.261 -1.295 -1.141
N -2.550 -0.401 -1.899
C -2.931 0.077 -3.227
H 3.341 -0.309 -3.896
H 1.597 -0.157 -4.151
H 2.537 1.230 -3.555
H 3.957 -1.544 -1.884
H 2.899 -1.826 0.641
H -0.217 2.043 3.107
H -0.146 4.531 1.889
H -0.093 5.329 -0.409
H 0.768 4.270 -1.533
H -1.010 4.304 -1.521
H -2.774 -2.115 0.856
H -4.191 -1.718 -1.480
H -3.856 -0.414 -3.509
H -3.089 1.153 -3.213
H -2.162 -0.172 -3.954
O 0.580 -0.920 5.306
P 0.296 -1.208 3.796
O 1.473 -0.912 2.863
O -0.861 -0.383 3.228
O -0.026 -2.760 3.748
P 0.203 -3.611 2.329
O 1.780 -3.545 2.139
O -0.318 -4.960 2.408
O -0.447 -2.629 1.309
H 0.031 -1.415 5.928
H 2.142 -2.717 2.496
```